Record 1
Below is 2 unconnected molecules or ions with the total composition C3H4Br2Cl2O in a non-equilibrium geometry, with properties calculated with ωB97M-V/def2-TZVPD.

Positions of all 12 atoms, in Å:
1 O -1.9070 0.0449 0.0382
2 C -1.2770 0.2631 1.1606
3 Cl 0.3221 1.0241 0.9388
4 Br -0.9665 -1.3369 2.2729
5 H -1.4807 -0.7199 -0.4175
6 H -1.9565 0.9193 1.8290
7 Cl 1.4199 -3.2192 -0.6287
8 C 1.7886 -1.5594 -0.8005
9 C 1.3334 -0.7155 -1.7462
10 Br -0.1594 -1.2451 -2.7588
11 H 2.3033 -1.0494 -0.0105
12 H 1.7719 0.1948 -2.0265

Results
structure (SMILES)	O[C@H](Cl)Br.Cl/C=C\Br
2S+1	1
energy relative to the best compared isomer or geometry (same formula, charge and spin)	18.0	kcal per mole
M	286.78	g/mol

---

Record 2
Below is 2 unconnected molecules or ions with the total composition C2H2N2O2S in a non-equilibrium geometry, with properties calculated with ωB97M-V/def2-TZVPD.

Positions of all 9 atoms, in Å:
1 C 0.7639 0.3994 -0.2958
2 C -0.6090 0.4221 0.3849
3 N 0.5097 0.9178 -1.5070
4 N -0.6672 1.3713 -1.6417
5 O 1.3428 -2.3839 1.4711
6 O -1.3976 1.1949 -0.4023
7 S 1.7970 -2.0271 0.1458
8 H -1.1624 -0.5914 0.4124
9 H -0.5774 0.6970 1.4326

Results
2S+1	1
energy relative to the best compared isomer or geometry (same formula, charge and spin)	165.2	kcal per mole
M	118.12	g/mol

---

Record 3
Below is C16H23N3O4S in the gas phase in a non-equilibrium geometry, with properties calculated with ωB97M-V/def2-TZVPD.

Positions of all 47 atoms, in Å:
1 C 2.4441 1.0661 6.5501
2 N 1.4989 0.5223 5.5987
3 C 1.8084 -0.8588 5.2673
4 C 0.7159 -1.4214 4.3616
5 N 0.5757 -0.6325 3.1555
6 S 1.7149 -0.9364 1.9555
7 O 2.8316 -0.0308 1.9999
8 O 1.9893 -2.3436 1.9815
9 C 0.7252 -0.5540 0.5190
10 C 1.0000 0.5563 -0.2553
11 C 0.2078 0.8488 -1.3508
12 C -0.8640 0.0147 -1.6675
13 N -1.6965 0.2516 -2.7561
14 C -1.6524 1.2469 -3.6782
15 O -0.8520 2.1532 -3.7165
16 C -2.7909 1.1149 -4.7080
17 C -2.3083 1.4940 -6.1224
18 C -2.5774 0.2315 -6.9471
19 C -2.6736 -0.8473 -5.8694
20 O -3.2949 -0.2098 -4.7679
21 C -1.1281 -1.1082 -0.8778
22 C -0.3342 -1.3890 0.2153
23 C 0.3808 0.7721 3.4422
24 C 1.4519 1.3224 4.3844
25 H 2.4215 0.4625 7.4563
26 H 3.4742 1.0838 6.1630
27 H 2.1482 2.0838 6.8011
28 H 1.8538 -1.4374 6.1929
29 H 2.7782 -0.9454 4.7450
30 H 0.9592 -2.4378 4.0526
31 H -0.2461 -1.4094 4.8825
32 H 1.8426 1.1768 0.0065
33 H 0.4097 1.7109 -1.9644
34 H -2.4333 -0.4296 -2.9184
35 H -3.6086 1.7576 -4.3608
36 H -1.2464 1.7370 -6.0864
37 H -2.8418 2.3581 -6.5100
38 H -3.5293 0.3142 -7.4714
39 H -1.7920 0.0229 -7.6688
40 H -1.6717 -1.2015 -5.5864
41 H -3.2936 -1.6990 -6.1483
42 H -1.9569 -1.7538 -1.1301
43 H -0.5115 -2.2510 0.8374
44 H 0.3981 1.3105 2.4932
45 H -0.6071 0.8805 3.9007
46 H 1.2008 2.3506 4.6566
47 H 2.4209 1.3183 3.8592

Results
structure (SMILES)	CN1CCN(S(=O)(=O)c2ccc(NC(=O)[C@H]3CCCO3)cc2)CC1
2S+1	1
energy relative to the best compared isomer or geometry (same formula, charge and spin)	27.7	kcal per mole
M	353.44	g/mol